[1]
Molecular formula: C26H25ClN3O2
Method: DFT, wB97M-V/def2-TZVPD

The geometry in XYZ format:
```
57
C26H25ClN3O2 wB97M-V/def2-TZVPD
Cl -2.711 -3.786 1.400
C -1.493 -2.616 1.690
C -0.593 -2.807 2.746
C 0.344 -1.814 3.039
C 0.332 -0.625 2.300
C 1.159 0.557 2.759
C 1.644 1.568 1.701
C 2.997 2.095 2.239
C 3.294 1.233 3.449
C 2.319 0.336 3.694
C -0.498 -0.477 1.183
C -1.434 -1.468 0.891
H -0.608 -3.730 3.314
H 1.089 -1.971 3.819
H 1.731 0.996 0.775
H 0.920 2.384 1.552
H 3.748 1.952 1.449
H 2.946 3.173 2.473
H 4.222 1.344 4.009
H 2.263 -0.436 4.460
H -0.396 0.393 0.532
H -2.094 -1.365 0.039
C 0.549 1.496 6.719
N 0.308 2.539 5.736
C -0.617 2.466 4.741
H 0.465 1.117 3.334
C -1.829 1.669 4.821
C -2.780 2.327 5.646
C -4.008 1.751 5.863
C -4.314 0.515 5.260
N -5.584 -0.051 5.499
O -5.850 -1.148 4.956
O -6.372 0.583 6.243
C -3.376 -0.137 4.442
C -2.128 0.421 4.220
N -0.512 3.609 4.003
C -1.330 3.915 2.841
C 0.212 4.560 4.754
C 0.736 3.878 5.854
C 1.128 4.536 7.011
C 1.035 5.937 6.991
C 0.515 6.622 5.883
C 0.059 5.938 4.745
H 1.065 1.947 7.574
H -0.408 1.059 7.029
H 1.182 0.690 6.314
H -2.481 3.292 6.092
H -4.713 2.272 6.498
H -3.645 -1.085 3.990
H -1.398 -0.098 3.593
H -1.264 4.992 2.642
H -0.987 3.376 1.943
H -2.368 3.618 3.038
H 1.487 3.949 7.861
H 1.382 6.494 7.855
H 0.464 7.706 5.893
H -0.390 6.415 3.869
```

Kohn-Sham gap = 0.2716 hartree
total energy = -1780.3478 Eh
spin multiplicity = 1
charge = +1

Results of the Löwdin charge analysis, in e, for atoms 1 through 8: number 1, Cl, carries 0.71; number 2, C, carries -0.69; number 3, C, carries -0.09; number 4, C, carries -0.03; number 5, C, carries -0.22; number 6, C, carries -0.29; number 7, C, carries -0.13; number 8, C, carries -0.16

=====

[2]
Molecular formula: C26H25FeN2O
Method: DFT, wB97M-V/def2-TZVPD

The geometry in XYZ format:
```
55
C26H25FeN2O wB97M-V/def2-TZVPD
C 0.768 4.386 4.655
O -0.453 4.138 3.924
C -0.620 3.011 3.194
C -1.896 2.826 2.600
C -2.188 1.691 1.895
C -1.191 0.673 1.714
C -1.438 -0.422 0.872
C -0.598 -1.596 0.872
C -0.475 -2.647 1.894
C 0.603 -3.531 1.504
C 1.139 -3.068 0.237
C 0.400 -1.891 -0.164
Fe -0.798 -3.435 0.114
C -1.106 -3.943 -1.759
C -2.219 -3.171 -1.219
C -2.726 -3.874 -0.052
C -1.929 -5.073 0.135
C -0.928 -5.120 -0.918
C 0.073 0.851 2.378
C 0.354 1.994 3.087
H 0.575 5.360 5.098
H 0.940 3.646 5.451
H 1.650 4.449 3.997
H -2.627 3.617 2.736
H -3.161 1.557 1.421
H -2.349 -0.453 0.260
H -1.072 -2.641 2.810
H 1.008 -4.354 2.087
H 1.999 -3.483 -0.281
H 0.563 -1.213 -1.007
H -0.557 -3.714 -2.670
H -2.654 -2.283 -1.667
H -3.610 -3.605 0.517
H -2.117 -5.849 0.876
H -0.225 -5.933 -1.093
H 0.854 0.099 2.248
H 1.315 2.121 3.576
C -1.811 2.234 -2.459
C -0.394 1.814 -2.398
N 0.305 0.995 -1.609
C 1.646 1.072 -2.043
C 1.689 1.950 -3.146
C 2.822 2.275 -3.864
C 4.028 1.685 -3.453
C 4.032 0.809 -2.348
C 2.859 0.493 -1.636
N 0.400 2.387 -3.327
H -2.390 1.774 -1.655
H -1.875 3.330 -2.382
H -2.236 1.959 -3.435
H 2.725 2.966 -4.709
H 4.965 1.900 -3.982
H 4.991 0.378 -2.061
H 2.861 -0.175 -0.782
H 0.079 3.033 -4.035
```

⟨S²⟩ = 6.130
Kohn-Sham gap (spin up / spin down) = 0.1185 / 0.1874 hartree
total energy = -2454.0222 Eh
spin multiplicity = 5
charge = -1

Results of the Löwdin charge analysis, in e, for atoms 1 through 8: number 1, C, carries -0.08; number 2, O, carries -0.11; number 3, C, carries -0.30; number 4, C, carries -0.04; number 5, C, carries -0.05; number 6, C, carries -0.23; number 7, C, carries -0.01; number 8, C, carries -0.34

=====

[3]
Molecular formula: C26H25N3O4
Method: DFT, wB97M-V/def2-TZVPD

The geometry in XYZ format:
```
58
C26H25N3O4 wB97M-V/def2-TZVPD
C -5.890 -1.385 -1.274
O -5.715 -0.143 -0.635
C -4.451 0.320 -0.446
C -3.290 -0.346 -0.824
C -2.053 0.220 -0.577
C -1.954 1.457 0.048
N -0.687 2.014 0.309
C -0.225 2.392 1.551
C -1.043 2.274 2.790
C 1.058 2.831 1.405
C 1.409 2.697 0.033
C 2.719 3.046 -0.508
O 3.309 4.067 -0.252
C 3.358 1.978 -1.416
N 3.312 0.673 -0.800
C 4.045 0.364 0.362
O 4.745 1.123 0.971
N 3.822 -0.951 0.610
C 2.826 -1.530 -0.259
C 3.245 -2.843 -0.960
C 2.366 -3.967 -0.384
C 1.288 -3.252 0.371
C 0.157 -3.777 0.968
C -0.692 -2.927 1.661
C -0.405 -1.576 1.775
C 0.728 -1.044 1.180
C 1.553 -1.892 0.468
C 2.600 -0.391 -1.252
O 1.927 -0.438 -2.253
C 0.300 2.187 -0.621
C 0.041 2.029 -2.078
C -3.115 2.130 0.419
C -4.348 1.566 0.177
H -5.481 -1.376 -2.289
H -5.432 -2.199 -0.704
H -6.967 -1.541 -1.322
H -3.331 -1.309 -1.309
H -1.157 -0.307 -0.866
H -0.390 2.088 3.640
H -1.763 1.462 2.708
H -1.592 3.196 2.987
H 1.714 3.183 2.175
H 2.819 1.911 -2.364
H 4.400 2.262 -1.591
H 4.112 -1.381 1.472
H 3.059 -2.732 -2.028
H 4.308 -3.027 -0.812
H 2.931 -4.608 0.297
H 1.957 -4.601 -1.170
H -0.061 -4.833 0.897
H -1.581 -3.324 2.127
H -1.069 -0.932 2.331
H 0.963 0.006 1.274
H 0.399 1.069 -2.448
H 0.547 2.818 -2.630
H -1.027 2.095 -2.278
H -3.045 3.100 0.886
H -5.256 2.075 0.458
```

Kohn-Sham gap = 0.3159 hartree
total energy = -1471.0745 Eh
SMILES = COc1ccc(-n2c(C)cc(C(=O)CN3C(=O)N[C@]4(CCc5ccccc54)C3=O)c2C)cc1
spin multiplicity = 1

Results of the Löwdin charge analysis, in e, for atoms 1 through 8: number 1, C, carries -0.09; number 2, O, carries -0.08; number 3, C, carries -0.27; number 4, C, carries 0.00; number 5, C, carries -0.01; number 6, C, carries -0.22; number 7, N, carries 0.03; number 8, C, carries -0.28

=====

[4]
Molecular formula: C26H25N7O8
Method: DFT, wB97M-V/def2-TZVPD

The geometry in XYZ format:
```
66
C26H25N7O8 wB97M-V/def2-TZVPD
O -0.649 3.905 1.241
N 0.029 2.899 1.373
C -0.218 1.557 1.609
C 1.030 0.894 1.623
N 2.057 1.773 1.434
O 1.432 2.998 1.307
C 1.054 -0.568 1.711
N 2.261 -1.385 1.755
O 3.392 -0.903 1.944
O 2.071 -2.618 1.598
C -0.171 -1.263 1.685
C -1.368 -0.553 1.818
N -2.679 -1.011 1.655
O -3.179 -2.119 1.757
O -3.452 0.095 1.284
N -2.719 1.262 1.324
C -1.458 0.855 1.677
H -0.227 -2.340 1.520
H -0.571 -8.064 4.678
C -0.813 -7.694 5.696
C 0.135 -6.518 6.025
O 1.424 -7.084 5.901
C -0.068 -5.307 5.145
C -0.416 -5.481 3.824
C -0.531 -4.345 3.005
N -0.358 -3.111 3.454
C -0.040 -2.902 4.745
C 0.142 -4.002 5.670
C 0.498 -3.712 7.010
C 0.596 -2.373 7.455
O 0.798 -2.012 8.747
C 0.734 -3.019 9.778
C 0.468 -1.305 6.519
C 0.135 -1.572 5.215
C -0.660 -8.833 6.716
C -2.037 -9.173 7.317
C -2.998 -9.548 6.165
C -3.061 -8.409 5.158
N -2.209 -7.226 5.565
C -2.735 -6.745 6.894
C -2.631 -7.868 7.947
C -1.868 -7.390 9.154
C -2.291 -6.261 9.765
H -0.044 -6.276 7.088
H 2.099 -6.381 5.843
H -0.607 -6.468 3.408
H -0.772 -4.472 1.954
H 0.716 -4.532 7.703
H 0.845 -2.437 10.694
H -0.231 -3.551 9.770
H 1.556 -3.743 9.680
H 0.634 -0.291 6.871
H 0.008 -0.761 4.502
H -0.246 -9.678 6.150
H 0.066 -8.559 7.491
H -1.948 -9.955 8.081
H -2.672 -10.468 5.672
H -3.996 -9.712 6.583
H -2.706 -8.738 4.174
H -4.098 -8.060 5.039
H -2.209 -5.828 7.188
H -3.801 -6.484 6.768
H -3.675 -8.090 8.236
H -1.059 -8.059 9.509
H -1.852 -5.900 10.693
H -3.159 -5.708 9.380
```

Kohn-Sham gap = 0.2458 hartree
total energy = -1990.5011 Eh
spin multiplicity = 1

Results of the Löwdin charge analysis, in e, for atoms 1 through 8: number 1, O, carries 0.09; number 2, N, carries -0.16; number 3, C, carries -0.05; number 4, C, carries -0.13; number 5, N, carries 0.16; number 6, O, carries 0.04; number 7, C, carries -0.05; number 8, N, carries -0.31